No. 1
A cluster of 18 separate species, C27H37B3Cl51NO6S in total, computed with ωB97M-V/def2-TZVPD.

The geometry in XYZ format:
```
126
C27H37B3Cl51NO6S ωB97M-V/def2-TZVPD
Cl 0.94 -3.53 -3.74
Cl -4.73 7.36 -10.94
Cl -5.75 2.78 0.82
Cl -2.81 -3.21 -6.09
Cl -3.21 1.71 -0.12
Cl 5.40 1.95 0.42
Cl 8.22 7.70 8.79
Cl 3.18 6.85 -0.81
Cl -6.44 -10.18 -2.57
Cl -4.52 -12.18 -1.71
Cl -1.62 5.76 -5.34
Cl 1.44 -10.22 7.43
Cl 0.06 -7.97 2.92
Cl 4.68 -1.76 1.06
Cl 7.18 2.33 -1.85
Cl 5.37 7.36 1.03
Cl -2.86 5.33 -10.03
Cl -2.27 3.35 -6.84
Cl 0.97 -6.03 -2.18
Cl -6.26 -6.42 2.60
Cl -2.16 -0.79 -4.61
Cl 4.50 4.82 5.42
Cl 2.31 -7.22 6.34
Cl 3.93 -2.21 3.83
Cl -3.66 -6.71 1.31
Cl 1.06 -7.17 -7.61
Cl -4.87 -1.23 -5.55
Cl 2.64 -5.34 4.16
Cl -1.74 -7.18 -6.80
Cl 3.72 0.46 2.69
Cl 5.42 7.70 9.60
Cl -4.49 7.60 -3.79
Cl 6.31 6.91 6.31
Cl 0.67 -8.39 9.55
Cl -0.90 -5.76 4.55
Cl 4.95 4.68 -0.04
Cl 2.76 -3.85 -1.48
Cl 2.25 -10.75 10.17
Cl -4.18 -9.40 -0.91
Cl -6.64 9.56 -3.74
Cl -4.33 5.33 -6.31
Cl -4.20 1.00 2.52
Cl 5.48 -0.02 -1.72
Cl 3.50 -4.62 6.84
Cl -6.53 7.47 -1.73
Cl 4.54 7.44 4.08
Cl -2.51 8.10 -9.21
Cl -0.68 -8.42 5.70
Cl 7.43 8.91 11.32
Cl -6.10 -6.97 -0.25
Cl 0.26 -5.85 -5.14
S 0.50 2.29 -5.07
O -0.65 0.27 1.57
O 1.68 0.02 0.81
O 0.00 2.53 3.66
O -3.06 -1.28 -0.60
O -4.91 -2.40 0.38
O -0.06 -1.15 -0.49
N 0.99 4.61 2.91
C -5.33 -6.15 1.11
C -2.39 -1.49 0.68
C 7.10 7.61 10.16
C 6.42 1.14 -0.78
C -2.61 5.07 -6.64
C -3.15 -1.48 -5.90
C 4.72 6.57 5.61
C 1.17 -4.27 -2.13
C -4.32 -1.94 -0.62
C 4.84 6.41 -0.37
C 1.85 1.66 -3.91
C -1.03 -7.49 4.23
C 0.93 2.49 1.35
C 3.59 -1.28 2.37
C 1.16 1.24 -2.52
C -4.74 -10.49 -2.19
C -6.19 7.88 -3.41
C 0.63 5.41 1.71
C 2.49 4.72 3.03
C -0.06 -7.20 -6.24
C 0.99 -10.08 9.13
C 0.59 3.18 2.76
C -4.65 1.39 0.86
C -3.05 7.02 -10.51
C 2.31 -5.51 5.88
C 2.01 0.02 -1.84
C -5.01 -2.09 -2.08
B 1.18 -0.40 -0.50
B -0.93 -0.73 0.58
B 0.60 0.91 1.28
H 7.24 6.66 10.66
H 1.18 2.08 -1.73
H -4.15 -10.31 -3.08
H -2.17 -2.60 0.81
H 3.06 4.13 2.24
H 0.37 2.99 0.47
H 3.01 0.50 -1.53
H 2.04 2.61 1.14
H -5.70 -2.99 -2.05
H 2.81 5.82 2.95
H 7.21 0.60 -0.25
H 0.67 6.53 1.91
H -5.17 0.54 0.43
H -2.43 7.20 -11.38
H 2.18 -0.85 -2.56
H -2.91 -0.98 -6.83
H -5.31 -5.08 0.91
H 0.08 -10.65 9.29
H 1.33 -5.10 6.09
H 3.96 6.94 6.30
H 2.57 -1.49 2.06
H 0.07 0.92 -2.60
H 2.63 2.48 -3.68
H -4.14 -2.18 -2.81
H -2.05 -7.71 3.93
H 0.10 -8.13 -5.69
H 0.41 -3.87 -1.47
H 1.41 5.16 0.90
H -3.00 -1.16 1.58
H -5.56 -1.10 -2.30
H 2.34 0.72 -4.33
H 5.49 6.64 -1.21
H -6.79 7.24 -4.05
H -2.36 5.58 -7.57
H -0.38 5.11 1.24
H -0.15 3.38 -4.46
H 2.77 4.27 4.07
```

Summary:
E_HOMO = -9.1 eV
total energy = -25499.7958 Ha

***

No. 2
A structure of composition C27H37BN9O4P2S4Ti, computed with ωB97M-V/def2-TZVPD.

The geometry in XYZ format:
```
85
C27H37BN9O4P2S4Ti ωB97M-V/def2-TZVPD
Ti -0.41 -0.04 -0.03
S 0.27 -3.54 -1.69
S 1.73 1.57 -0.16
S 2.59 -3.78 0.10
S 0.81 3.38 2.58
P -2.31 -0.03 -3.16
P 2.20 2.46 1.58
O 3.00 1.45 2.53
O 3.45 3.45 1.22
O -0.70 0.67 4.36
O -0.15 -0.16 1.97
N -2.81 2.63 -2.43
N 1.19 -1.96 1.69
N -3.88 -1.93 -1.67
N 0.18 -0.84 -4.27
N 0.73 -1.82 0.38
N -1.95 -1.50 -0.75
N -1.20 1.65 -1.25
N -2.54 0.64 0.86
N 0.34 -0.37 -2.14
C -3.83 2.81 -3.41
C 2.00 -2.10 5.82
C -3.66 0.78 0.64
C -3.86 -2.60 -0.47
C 3.45 5.85 1.19
C 1.76 -2.03 4.46
C 4.17 0.79 2.03
C 3.19 4.59 0.40
C -1.40 2.91 -0.76
C 0.88 -1.10 3.91
C 0.44 -0.30 6.15
C 2.92 -4.22 -1.62
C 4.34 -0.52 2.76
C 0.65 -1.07 2.45
C 0.20 -0.23 4.78
C -0.51 -0.50 -3.15
C 1.61 -4.64 -2.26
C -2.04 1.49 -2.30
C -2.70 -1.28 -1.81
C 1.25 -2.76 -0.42
C 1.51 -0.91 -3.95
C -5.05 -1.78 -2.51
C -0.39 -1.07 -5.58
C 1.60 -0.62 -2.62
C 1.33 -1.22 6.67
C -2.38 3.53 -1.47
C -2.65 -2.33 0.09
B -5.20 0.90 0.25
H -5.25 1.19 -0.94
H 5.02 1.46 2.19
H 2.46 -0.57 -1.98
H 4.33 -0.37 3.84
H 2.26 -2.71 3.78
H 0.42 -1.12 -6.31
H 4.06 0.63 0.96
H -5.67 -2.67 -2.42
H 5.29 -0.98 2.47
H -3.42 2.77 -4.42
H 2.15 4.57 0.04
H -0.09 0.39 6.79
H -4.70 -3.17 -0.12
H -5.73 1.77 0.92
H 2.69 -2.83 6.22
H -4.31 3.78 -3.26
H 3.28 6.74 0.56
H 3.65 -5.03 -1.65
H 3.33 -3.35 -2.13
H 4.47 5.87 1.56
H 2.77 5.89 2.04
H -4.75 -1.65 -3.55
H 1.36 -5.66 -1.98
H -0.85 3.27 0.10
H -5.73 -0.18 0.45
H 2.26 -1.17 -4.68
H -1.06 -0.26 -5.85
H 1.50 -1.26 7.74
H 3.84 4.52 -0.48
H -2.24 -2.64 1.03
H -5.62 -0.90 -2.19
H -2.83 4.50 -1.37
H 3.53 -1.20 2.49
H 1.67 -4.58 -3.35
H -0.94 -2.01 -5.60
H -0.70 0.65 3.37
H -4.59 2.03 -3.31
```

Summary:
<S²> = 3.782
multiplicity = 4
E_HOMO (alpha / beta) = 0.8 / -2.1 eV
total charge = -2
total energy = -4994.8355 Ha
energy above the lowest of the compared OMol25 structures with the same formula, charge and spin = 0.00 kcal per mole

***

No. 3
A structure of composition C27H37Cl3Ge2N2OSn, computed with ωB97M-V/def2-TZVPD.

The geometry in XYZ format:
```
73
C27H37Cl3Ge2N2OSn ωB97M-V/def2-TZVPD
Sn -0.78 0.88 2.05
Ge 1.61 0.30 -3.65
Ge 0.96 -1.01 -1.69
Cl -3.34 0.53 -0.27
Cl -8.23 2.21 0.89
Cl -4.40 3.25 4.36
O -2.57 2.07 2.30
N 2.07 0.90 2.37
N -0.13 2.13 4.07
C -5.72 1.30 0.49
C 2.13 -2.71 -1.75
C -0.88 -1.73 -2.40
C -6.61 2.01 1.31
C 3.89 -4.93 -1.78
C -0.38 3.57 3.89
C 0.05 1.49 -3.98
C 2.48 -0.37 2.92
C -2.27 -2.96 -3.94
C 3.46 -2.62 -1.28
C 3.13 1.49 -3.14
C -3.19 -3.28 -2.95
C -4.39 1.33 0.83
C 2.04 -0.66 -5.29
C -1.80 -2.04 -1.39
C 2.58 -5.04 -2.27
C -1.17 -2.13 -3.69
C -6.19 2.63 2.47
C 2.92 1.14 1.18
C -4.83 2.59 2.85
C -3.85 1.97 2.03
C -2.91 -2.86 -1.66
C 1.29 1.91 4.52
C 2.27 1.96 3.37
C 1.75 -3.93 -2.27
C -1.05 1.46 5.03
C 4.36 -3.69 -1.33
H -0.57 -1.71 -4.48
H -1.66 -1.71 -0.37
H -0.11 4.18 4.72
H 2.63 -0.02 -5.95
H -6.09 0.83 -0.41
H 1.81 -0.71 3.72
H 0.25 3.87 3.04
H 3.86 -1.74 -0.78
H 4.00 1.04 1.38
H 2.64 -1.54 -5.07
H -2.50 -3.27 -4.99
H -2.09 1.58 4.66
H 3.38 2.10 -4.01
H 2.62 0.33 0.50
H 2.84 2.19 -2.36
H 2.54 -1.11 2.11
H 3.33 1.92 3.74
H 0.73 -3.98 -2.73
H 4.56 -5.78 -1.75
H 2.16 -5.94 -2.72
H -3.59 -3.11 -0.82
H 2.71 2.14 0.77
H 1.59 2.62 5.30
H -4.10 -3.84 -3.18
H -0.81 1.38 -3.29
H -0.28 1.35 -5.01
H -6.86 3.19 3.11
H 0.40 2.57 -3.88
H -0.78 0.40 5.09
H 1.14 -1.03 -5.77
H 4.00 0.91 -2.80
H 3.49 -0.28 3.44
H -1.02 1.99 6.01
H 2.20 2.94 2.92
H 5.39 -3.60 -0.95
H 1.35 0.92 5.04
H -1.43 3.74 3.57
```

Summary:
<S²> = 0.768
multiplicity = 2
E_HOMO (alpha / beta) = -16.1 / -16.1 eV
total charge = +3
total energy = -6983.3913 Ha
energy above the lowest of the compared OMol25 structures with the same formula, charge and spin = 8.51 kcal per mole

***

total energy of number 1 (C27H37B3Cl51NO6S)? -25499.7958 Ha

***

Which of these has the lowest total energy? C27H37B3Cl51NO6S

***

The lowest total energy belongs to which entry? C27H37B3Cl51NO6S

***

Look up the total energy of the second one. -4994.8355 Ha